{
  "formula": "C26H22I2LiN5OS3",
  "method": "ωB97M-V with the def2-TZVPD basis set",
  "largest_force_ev_per_a": 3.5,
  "e_lumo_ev": -1.78,
  "gap_ev": 6.305,
  "e_tot_ha": -3150.49524,
  "symbols": ["Li", "S", "C", "C", "C", "C", "C", "C", "N", "C", "C", "C", "C", "C", "C", "C", "C", "N", "C", "C", "C", "C", "C", "S", "C", "H", "H", "H", "H", "H", "H", "H", "H", "H", "H", "H", "H", "N", "C", "N", "C", "N", "C", "C", "S", "O", "C", "C", "H", "H", "H", "H", "H", "H", "H", "H", "H", "H", "I", "I"],
  "positions_angstrom": [[0.2801, -1.3397, -0.1894], [-0.9053, 4.2977, 0.0264], [-1.7288, 5.7256, 0.0944], [-3.0559, 5.5903, 0.1103], [-3.4589, 4.2237, 0.0156], [-2.3694, 3.3907, -0.1094], [-2.4895, 1.9732, -0.0904], [-1.2958, 1.1810, -0.0760], [-1.3604, -0.1333, -0.0661], [-2.5333, -0.7774, -0.1177], [-3.7605, -0.0755, -0.1124], [-5.0150, -0.8312, -0.0883], [-4.9811, -2.1803, -0.0291], [-3.7764, -2.9294, -0.0025], [-3.7918, -4.3308, 0.1999], [-2.5174, -4.9459, 0.1224], [-1.3546, -4.1547, 0.0356], [-1.3506, -2.8863, -0.0948], [-2.4908, -2.2332, -0.1073], [-2.3837, -6.4424, 0.0143], [-1.3408, -7.1251, -0.5285], [-1.4424, -8.5572, -0.2964], [-2.5855, -8.8644, 0.3811], [-3.5155, -7.4462, 0.7931], [-3.7149, 1.2963, -0.0404], [-1.1369, 6.6407, 0.0057], [-3.7911, 6.3414, 0.3132], [-4.4730, 3.8335, 0.0508], [-0.3013, 1.6380, -0.0981], [-5.9017, -0.2103, 0.0412], [-5.9506, -2.6922, 0.1186], [-4.6704, -4.9279, 0.3173], [-0.4118, -4.6607, 0.1671], [-0.4828, -6.6186, -0.9510], [-0.7796, -9.3382, -0.6168], [-2.9596, -9.8776, 0.6830], [-4.6696, 1.7714, -0.0874], [1.7320, -0.0563, -0.6737], [2.7083, -0.1421, -0.0207], [3.7357, -0.1392, 0.7261], [4.8768, -0.7656, 0.4758], [5.9164, -1.2350, 0.5067], [6.6959, 2.6828, -0.2121], [5.2792, 3.1043, -0.3441], [4.7255, 4.0094, 1.1445], [5.6633, 5.1119, 1.4875], [3.1510, 4.7709, 0.4136], [3.2981, 6.1033, -0.2177], [7.1436, 2.1642, -1.0422], [6.7668, 1.9438, 0.5868], [7.2793, 3.5518, -0.0086], [4.5722, 2.3266, -0.4731], [5.1028, 3.8687, -1.1463], [2.3830, 4.7391, 1.2189], [2.7989, 4.0504, -0.3619], [2.3935, 6.4263, -0.6821], [4.0413, 6.0628, -1.0353], [3.6251, 6.8585, 0.5705], [2.4568, -3.6465, -0.7555], [2.1210, -6.1150, 0.0550]],
  "forces_ev_per_a": [[-0.1515, 0.1220, -0.1499], [0.6191, -1.8053, -0.6245], [1.1359, 2.2383, -0.2045], [-2.1061, -0.9606, 0.3821], [0.8535, 0.2822, -0.1925], [-0.9835, 1.2818, 0.7338], [0.7355, -1.8003, 0.2021], [-1.3132, -0.0429, -0.1316], [0.8085, -0.0515, -0.2039], [-0.1943, -0.0746, 0.0204], [0.0289, -1.9111, 0.1778], [1.2477, 0.7814, 0.3477], [-1.7375, 0.5570, 0.4465], [1.2949, -0.0265, 0.3218], [3.0047, 0.7006, -0.9002], [-1.3500, -0.9346, -0.3490], [-0.4525, -2.6555, 0.3482], [1.4302, 2.3739, 0.1607], [-3.4901, -0.0544, 0.1105], [0.2553, 1.6340, 0.5640], [0.2472, -0.9779, 0.3934], [-0.9329, 0.9486, 0.1040], [-0.6495, -0.6487, 0.4981], [0.2219, -1.1653, -0.1380], [1.0222, 0.6044, -0.7083], [-0.4083, -0.2581, 0.4129], [0.0207, 0.6225, -0.3133], [0.2085, 0.4155, -0.0260], [-0.3022, -0.2354, 0.0490], [-0.0960, -0.5394, -0.2827], [0.7431, 0.0607, -0.2382], [-0.5548, -0.0158, -0.0597], [0.2587, -0.0239, -0.3015], [-0.2404, -0.2350, -0.2504], [0.3693, 0.0886, -0.2062], [0.4751, 1.2623, -0.3872], [-0.3025, 0.6783, 0.1743], [-0.3833, -0.4823, 0.2120], [0.2910, 0.0499, -0.4261], [0.1038, 0.0931, 0.1092], [-1.9956, 1.0538, 0.6507], [1.9311, -0.9952, -0.4199], [0.1779, -0.8495, 0.6496], [-0.5074, 2.5499, -1.0852], [-1.1400, -0.1962, 0.6545], [0.0886, 0.0942, -0.5543], [-0.5027, -2.0075, 0.0178], [1.8512, 1.3471, 0.8014], [-0.2625, 0.0042, -0.7781], [0.1923, 0.2223, 0.3438], [0.6707, 0.4880, 0.3896], [-0.7074, -0.9389, -0.0342], [0.4016, -0.7651, 0.2283], [0.6744, 0.1384, -0.3423], [0.2699, 0.1567, 0.5893], [-0.8544, 0.2585, -0.1227], [-0.0925, 0.1815, 0.5026], [-0.3075, -0.7730, -1.2372], [0.1409, 0.5164, -0.1432], [0.2447, -0.3814, 0.2146]],
  "lowdin_charge": [0.55, 1.08, -0.46, -0.18, -0.09, -0.49, -0.18, -0.06, 0.04, -0.15, -0.13, 0.00, -0.04, -0.11, 0.06, -0.16, -0.12, 0.07, -0.14, -0.52, -0.16, -0.16, -0.40, 1.04, 0.05, 0.08, 0.10, 0.11, 0.09, 0.12, 0.13, 0.10, 0.02, 0.02, 0.10, 0.09, 0.11, 0.00, -0.50, 0.06, -0.44, 0.10, -0.15, -0.41, 0.90, -0.54, -0.41, -0.16, 0.08, 0.08, 0.06, 0.05, 0.10, 0.08, 0.08, 0.05, 0.08, 0.10, 0.21, 0.21]
}

{
  "formula": "C2H5NO2",
  "method": "ωB97M-V with the def2-TZVPD basis set",
  "largest_force_ev_per_a": 8.0,
  "e_lumo_ev": 0.49,
  "gap_ev": 10.140,
  "e_tot_ha": -284.37208,
  "smiles": "NC(=O)CO",
  "e_above_lowest_kj_mol": 250.18,
  "symbols": ["C", "C", "H", "H", "H", "H", "H", "N", "O", "O"],
  "positions_angstrom": [[-0.5142, 0.3668, 0.0604], [0.6192, 0.0969, -0.7386], [-1.1803, -0.4592, 2.0215], [0.2800, -1.0701, 1.2660], [0.2810, 0.5092, -1.7724], [1.4390, 0.6898, -0.6228], [1.1418, -1.8587, -0.9533], [-0.6132, -0.4931, 1.1221], [-1.0622, 1.3909, -0.2282], [1.2748, -1.0337, -0.2374]],
  "forces_ev_per_a": [[-0.0724, 0.6169, 2.7934], [0.6844, -0.4347, -2.4969], [0.6394, 0.7187, -2.3105], [-2.1721, 1.1847, -0.5839], [0.7188, -2.3738, 0.5735], [1.4079, 3.3595, 0.9613], [0.5795, 3.0302, 3.1020], [0.1975, -1.2709, 2.6741], [-2.5324, 1.2846, 0.4368], [0.5495, -6.1152, -5.1499]],
  "lowdin_charge": [-0.60, -0.25, 0.14, 0.12, 0.18, 0.10, 0.21, 0.14, 0.07, -0.12]
}